Entry from OMol25: a 3-piece molecular cluster, C4H12N2O2 overall (ωB97M-V/def2-TZVPD).

Geometry as XYZ:
```
20
Properties=species:S:1:pos:R:3:forces:R:3:mulliken_charge:R:1
C -0.323195 0.726873 -0.714815 -1.5 -1.0 -0.7 0.34
C -0.602575 0.622324 0.659056 1.7 0.8 0.7 0.33
C 0.600107 -0.135623 -1.488139 0.1 -0.3 0.1 -1.23
C -0.291208 -0.536824 1.526950 0.2 -0.3 0.0 -1.16
N -2.282807 -1.443224 -0.948134 0.1 -0.1 0.0 -0.38
N 2.217402 1.013775 0.830197 -0.1 -0.2 0.1 -0.49
O -2.140731 -0.108704 -0.669340 0.7 0.6 -0.3 -0.44
O 1.064712 1.769460 0.608450 -0.6 -0.3 0.4 -0.47
H -0.693387 1.620270 -1.196893 0.1 0.0 0.1 0.39
H -1.199329 1.419556 1.077771 -0.1 -0.1 -0.1 0.40
H -1.732636 -1.720377 -1.761578 0.0 0.1 0.0 0.25
H -2.003815 -2.023424 -0.155565 0.0 0.1 -0.1 0.24
H 2.499651 1.144136 1.800891 0.0 0.1 -0.1 0.22
H 2.956248 1.388179 0.236877 -0.2 0.0 0.1 0.22
H 1.526576 -0.328387 -0.939024 -0.1 0.2 0.0 0.38
H 0.786968 -0.726273 1.526507 0.0 0.1 0.0 0.36
H 0.825293 0.299109 -2.460287 0.0 0.0 0.1 0.29
H 0.177748 -1.132125 -1.649415 -0.2 0.0 0.0 0.28
H -0.631309 -0.389102 2.550178 0.0 0.1 -0.1 0.30
H -0.753713 -1.459619 1.166315 0.0 0.1 -0.1 0.16
```
Positions in Å, forces in eV/Å.

## Properties
Relative energy (zero: lowest compared OMol25 entry of this formula, charge and spin) = 193.11 kcal/mol
HOMO-LUMO gap (alpha / beta) = 7.693 / 7.687 eV